# 1
{"formula": "C24H48NO2P2Si2Y", "method": "ωB97M-V/def2-TZVPD", "largest_force_ev_per_a": 4.1, "relative_energy_kj_mol": 80.41, "lumo_ev": 0.0, "homo_lumo_gap_ha": 0.2231, "elements": ["C", "C", "N", "C", "C", "C", "C", "P", "Y", "P", "C", "C", "C", "C", "C", "C", "C", "O", "O", "H", "H", "H", "C", "C", "H", "H", "H", "H", "C", "C", "H", "H", "H", "H", "H", "H", "H", "H", "H", "H", "H", "H", "H", "H", "H", "H", "H", "H", "H", "H", "H", "H", "C", "Si", "C", "C", "C", "Si", "C", "C", "C", "H", "H", "H", "H", "H", "H", "H", "H", "H", "H", "H", "H", "H", "H", "H", "H", "H", "H", "H"], "positions_angstrom": [[-0.193, 3.852, -2.440], [-0.452, 2.541, -1.978], [0.484, 1.897, -1.166], [1.579, 2.588, -0.763], [1.783, 3.919, -1.111], [0.897, 4.554, -1.982], [-1.705, 1.955, -2.301], [-2.211, 0.314, -1.941], [-0.075, -0.236, -0.163], [2.685, 0.086, 0.102], [2.624, 1.936, 0.137], [-0.013, -3.080, -0.968], [-0.864, -3.939, -0.287], [-0.347, -5.119, 0.278], [1.007, -5.435, 0.093], [1.825, -4.606, -0.685], [1.288, -3.446, -1.271], [-0.960, 0.907, -6.246], [3.523, -2.349, -3.712], [-0.917, 4.292, -3.127], [2.649, 4.432, -0.702], [1.066, 5.586, -2.289], [-3.899, 0.264, -1.248], [-2.312, -0.648, -3.496], [3.628, 2.272, -0.171], [2.481, 2.271, 1.181], [-1.143, 0.546, -7.069], [-2.344, 2.573, -2.940], [3.721, -0.252, 1.573], [3.889, -0.184, -1.237], [-1.920, -3.687, -0.153], [-0.995, -5.782, 0.862], [1.418, -6.344, 0.542], [2.880, -4.855, -0.840], [1.909, -2.840, -1.938], [-0.794, -1.121, -1.508], [3.850, -3.186, -4.072], [3.080, -1.931, -4.398], [-0.001, 1.066, -6.245], [-0.573, -1.829, -1.498], [-4.632, 0.183, -2.063], [-3.985, -0.623, -0.602], [-4.114, 1.158, -0.646], [-3.361, -0.893, -3.721], [-1.867, -0.113, -4.351], [-1.759, -1.581, -3.318], [4.912, -0.012, -0.872], [3.807, -1.208, -1.618], [3.682, 0.495, -2.073], [4.773, -0.007, 1.364], [3.380, 0.327, 2.443], [3.648, -1.319, 1.823], [0.198, 2.769, 2.727], [-1.488, 2.069, 2.244], [-2.646, 2.257, 3.728], [-2.178, 3.221, 0.923], [-1.413, 0.304, 1.662], [-0.789, -0.979, 2.854], [-2.179, -2.181, 3.255], [0.643, -2.007, 2.153], [-0.164, -0.335, 4.517], [0.106, 3.334, 3.668], [0.562, 3.468, 1.960], [0.964, 1.999, 2.877], [-2.551, 3.272, 4.142], [-3.689, 2.125, 3.406], [-2.455, 1.543, 4.537], [-1.393, 3.865, 0.503], [-2.651, 2.689, 0.090], [-2.936, 3.879, 1.377], [-2.451, 0.028, 1.382], [-2.168, -3.045, 2.576], [-2.071, -2.553, 4.285], [-3.155, -1.685, 3.167], [1.259, -1.615, 1.309], [1.371, -2.119, 2.972], [0.318, -3.016, 1.868], [0.847, 0.089, 4.442], [-0.813, 0.423, 4.974], [-0.114, -1.187, 5.214]], "forces_ev_per_a": [[0.69, 1.28, -0.08], [-1.83, -1.53, 0.20], [0.42, -0.25, 0.21], [0.03, 1.06, -0.32], [0.85, -0.87, 0.79], [-1.12, -0.25, -0.62], [0.59, 0.78, -0.54], [0.35, 1.61, 0.95], [-0.53, 0.01, 0.02], [0.96, 0.97, 0.04], [0.14, 0.11, 0.08], [-0.18, 0.10, -0.18], [0.66, -0.76, 0.65], [-0.12, 0.03, -0.30], [-0.10, 0.14, 0.04], [-0.12, 0.06, -0.30], [0.46, -0.82, 0.82], [1.16, 1.15, 2.39], [1.48, -1.46, 1.83], [0.28, -0.06, 0.24], [-0.09, -0.04, -0.16], [-0.04, -0.22, 0.03], [-0.59, 0.00, -0.33], [-0.25, -0.27, -0.08], [-0.33, 0.10, 0.16], [-0.04, -0.21, -0.41], [-0.60, -1.10, -2.51], [0.24, -0.09, 0.07], [0.03, -0.25, 0.27], [0.08, -0.33, -0.38], [0.21, -0.01, 0.13], [0.26, 0.14, -0.23], [-0.12, 0.32, -0.11], [-0.33, -0.07, 0.04], [-0.07, -0.05, 0.30], [-1.50, 3.02, -2.42], [-0.16, 0.28, 0.11], [-1.30, 1.17, -2.01], [-0.54, -0.02, 0.07], [1.61, -3.68, 0.44], [-0.02, 0.08, 0.35], [-0.07, 0.25, -0.21], [0.16, -0.27, -0.18], [0.33, 0.02, -0.04], [-0.17, -0.14, 0.47], [-0.19, 0.08, -0.30], [-0.31, 0.03, -0.14], [0.13, 0.20, 0.04], [-0.01, -0.13, 0.18], [-0.33, 0.00, 0.10], [0.01, -0.18, -0.25], [0.09, 0.24, -0.02], [0.24, 0.12, 0.19], [-0.32, -0.32, -0.17], [-0.08, 0.13, 0.12], [-0.20, 0.25, 0.08], [-0.04, 0.01, 0.53], [-0.84, 0.51, 0.34], [-0.05, -0.24, 0.08], [0.64, -0.17, -0.06], [0.25, -0.02, 0.12], [0.10, -0.16, -0.23], [-0.07, -0.16, 0.11], [-0.08, 0.06, 0.07], [-0.09, -0.18, -0.05], [0.20, 0.01, 0.06], [-0.05, 0.15, -0.17], [-0.16, -0.16, -0.01], [0.15, 0.11, 0.13], [0.16, -0.08, -0.13], [0.30, 0.09, 0.06], [-0.08, 0.14, 0.12], [-0.09, -0.01, -0.27], [0.20, -0.11, 0.06], [-0.33, -0.41, 0.56], [-0.10, -0.01, -0.15], [0.11, 0.29, -0.03], [-0.16, -0.02, 0.05], [0.15, -0.19, -0.15], [0.06, 0.20, -0.16]]}

***

# 2
{"formula": "C3H6N2O", "method": "ωB97M-V/def2-TZVPD", "largest_force_ev_per_a": 3.0, "relative_energy_kj_mol": 605.91, "lumo_ev": [0.2, 0.1], "homo_lumo_gap_ha": [0.3064, 0.3335], "elements": ["C", "C", "C", "N", "N", "O", "H", "H", "H", "H", "H", "H"], "positions_angstrom": [[-0.274, 0.037, 0.355], [0.861, 0.326, 1.194], [-1.530, 0.591, -1.538], [1.954, -1.684, 0.934], [-0.356, 0.710, -0.705], [1.816, -0.506, 1.483], [-0.966, -0.695, 0.607], [1.022, 1.327, 1.433], [-2.127, 1.445, -1.216], [-1.144, 0.693, -2.504], [-2.176, -0.387, -1.468], [2.920, -1.858, 1.427]], "forces_ev_per_a": [[1.35, 0.54, -0.97], [-0.06, -1.38, 0.00], [-1.01, -1.42, 1.55], [2.48, -1.31, 1.15], [-0.28, 0.18, 0.18], [-0.47, 2.59, 0.38], [-1.38, -1.66, 0.59], [0.67, 1.29, 0.75], [-0.37, 0.00, -0.61], [-0.11, 0.30, -1.76], [1.28, 1.58, 0.17], [-2.11, -0.71, -1.42]]}

***

# 3
{"formula": "C24H30N4O2", "method": "ωB97M-V/def2-TZVPD", "largest_force_ev_per_a": 1.0, "relative_energy_kj_mol": 52.67, "lumo_ev": 0.7, "homo_lumo_gap_ha": 0.3111, "smiles": "Cc1cccc(OCC(=O)Nc2ccc3c(c2)nc(CCN2CCCCC2)n3C)c1", "elements": ["C", "C", "C", "C", "C", "C", "O", "C", "C", "O", "N", "C", "C", "C", "C", "C", "C", "N", "C", "C", "C", "N", "C", "C", "C", "C", "C", "N", "C", "C", "H", "H", "H", "H", "H", "H", "H", "H", "H", "H", "H", "H", "H", "H", "H", "H", "H", "H", "H", "H", "H", "H", "H", "H", "H", "H", "H", "H", "H", "H"], "positions_angstrom": [[-7.883, -2.741, -0.277], [-6.955, -1.623, -0.643], [-6.444, -1.531, -1.935], [-5.592, -0.500, -2.276], [-5.229, 0.462, -1.346], [-5.739, 0.381, -0.059], [-5.450, 1.263, 0.955], [-4.714, 2.422, 0.637], [-3.229, 2.168, 0.325], [-2.588, 2.948, -0.342], [-2.779, 1.030, 0.899], [-1.505, 0.447, 0.845], [-1.356, -0.790, 1.493], [-0.151, -1.458, 1.516], [0.916, -0.857, 0.868], [0.777, 0.388, 0.210], [-0.443, 1.053, 0.194], [1.981, 0.741, -0.337], [2.810, -0.220, -0.042], [4.244, -0.202, -0.412], [5.101, 0.262, 0.797], [6.520, 0.357, 0.621], [7.285, -0.865, 0.518], [7.535, -1.348, -0.917], [8.175, -0.226, -1.728], [7.280, 1.009, -1.679], [7.037, 1.415, -0.219], [2.227, -1.226, 0.690], [2.819, -2.428, 1.202], [-6.595, -0.663, 0.285], [-8.135, -2.709, 0.780], [-7.424, -3.703, -0.499], [-8.803, -2.670, -0.855], [-6.718, -2.273, -2.671], [-5.195, -0.436, -3.278], [-4.552, 1.251, -1.635], [-5.160, 2.972, -0.199], [-4.767, 3.052, 1.531], [-3.469, 0.502, 1.420], [-2.214, -1.227, 1.986], [-0.051, -2.406, 2.022], [-0.554, 2.000, -0.303], [4.360, 0.506, -1.231], [4.567, -1.191, -0.743], [4.924, -0.422, 1.634], [4.738, 1.251, 1.094], [6.783, -1.642, 1.100], [8.261, -0.675, 0.985], [8.190, -2.222, -0.891], [6.598, -1.645, -1.390], [8.328, -0.544, -2.762], [9.151, 0.017, -1.301], [7.751, 1.840, -2.207], [6.333, 0.791, -2.174], [6.352, 2.262, -0.170], [7.998, 1.728, 0.212], [2.151, -3.272, 1.021], [2.993, -2.346, 2.279], [3.769, -2.619, 0.706], [-6.974, -0.700, 1.295]], "forces_ev_per_a": [[-0.01, 0.01, -0.02], [0.08, 0.09, 0.03], [0.04, 0.02, -0.06], [-0.09, -0.12, -0.03], [0.09, 0.29, 0.22], [-0.11, -0.15, -0.12], [-0.10, -0.21, 0.07], [0.12, 0.36, -0.13], [-0.51, -0.14, 0.19], [0.11, 0.19, -0.12], [-0.27, -0.27, 0.33], [0.33, 0.04, -0.12], [-0.02, 0.01, -0.01], [0.07, -0.09, 0.03], [-0.37, 0.57, -0.20], [-0.09, -0.82, 0.51], [0.04, 0.01, -0.02], [0.32, 0.44, -0.33], [-0.10, -0.01, -0.11], [0.25, 0.03, 0.28], [-0.12, -0.05, -0.12], [0.09, -0.03, 0.00], [0.00, -0.15, -0.07], [0.17, 0.12, 0.17], [-0.27, -0.07, -0.13], [0.19, 0.03, 0.19], [-0.03, 0.08, -0.14], [0.00, 0.21, -0.17], [0.10, -0.20, 0.21], [0.10, 0.14, 0.02], [-0.05, -0.05, 0.06], [-0.02, -0.08, 0.02], [-0.08, -0.05, 0.01], [-0.02, -0.08, -0.09], [0.04, 0.01, -0.08], [0.06, 0.10, -0.04], [0.13, -0.11, 0.06], [0.03, -0.05, -0.16], [0.06, 0.19, -0.17], [-0.08, -0.05, 0.05], [-0.03, -0.09, 0.06], [-0.02, 0.08, -0.03], [-0.04, -0.09, -0.04], [0.05, 0.02, -0.07], [-0.08, 0.06, 0.03], [-0.08, -0.08, 0.05], [0.04, 0.01, 0.07], [0.02, -0.13, 0.01], [-0.03, -0.07, -0.01], [-0.04, -0.06, -0.02], [0.09, 0.02, 0.02], [0.09, 0.01, -0.01], [-0.04, 0.05, -0.05], [-0.05, 0.03, -0.06], [0.04, 0.06, 0.06], [-0.01, 0.11, -0.08], [0.08, 0.01, -0.02], [0.02, -0.05, -0.05], [-0.03, -0.01, 0.01], [-0.06, -0.02, 0.13]]}